{
  "formula": "C55H159As2B3F24N13O22",
  "method": "ωB97M-V/def2-TZVPD",
  "elements": ["C", "C", "C", "O", "C", "N", "H", "H", "H", "H", "H", "H", "H", "H", "H", "H", "H", "H", "C", "C", "C", "O", "C", "N", "H", "H", "H", "H", "H", "H", "H", "H", "H", "H", "H", "H", "C", "C", "C", "O", "C", "N", "H", "H", "H", "H", "H", "H", "H", "H", "H", "H", "H", "H", "C", "C", "C", "O", "C", "N", "H", "H", "H", "H", "H", "H", "H", "H", "H", "H", "H", "H", "C", "C", "C", "O", "C", "N", "H", "H", "H", "H", "H", "H", "H", "H", "H", "H", "H", "H", "C", "C", "C", "O", "C", "N", "H", "H", "H", "H", "H", "H", "H", "H", "H", "H", "H", "H", "C", "C", "C", "O", "C", "N", "H", "H", "H", "H", "H", "H", "H", "H", "H", "H", "H", "H", "C", "C", "C", "O", "C", "N", "H", "H", "H", "H", "H", "H", "H", "H", "H", "H", "H", "H", "C", "C", "C", "O", "C", "N", "H", "H", "H", "H", "H", "H", "H", "H", "H", "H", "H", "H", "C", "C", "C", "O", "C", "N", "H", "H", "H", "H", "H", "H", "H", "H", "H", "H", "H", "H", "C", "C", "C", "O", "C", "N", "H", "H", "H", "H", "H", "H", "H", "H", "H", "H", "H", "H", "C", "C", "C", "O", "C", "N", "H", "H", "H", "H", "H", "H", "H", "H", "H", "H", "H", "H", "C", "C", "C", "O", "C", "N", "H", "H", "H", "H", "H", "H", "H", "H", "H", "H", "H", "H", "B", "F", "F", "F", "F", "B", "F", "F", "F", "F", "B", "F", "F", "F", "F", "As", "F", "F", "F", "F", "F", "F", "As", "F", "F", "F", "F", "F", "F", "O", "C", "O", "O", "H", "O", "C", "O", "O", "H", "O", "C", "O", "O", "H"],
  "coordinates": [[3.8257, -3.5104, -6.9205], [5.1728, -3.3658, -6.2514], [6.4838, -3.0925, -7.0203], [6.4966, -1.7552, -7.5645], [7.7065, -1.4706, -8.3336], [4.8876, -2.2426, -5.2516], [5.5919, -2.1212, -4.5234], [4.7598, -1.3720, -5.8076], [3.8112, -2.4861, -4.4672], [3.7801, -4.2663, -7.6212], [3.5440, -2.5316, -7.3274], [3.0484, -3.7070, -6.1569], [5.3688, -4.3150, -5.7876], [6.5169, -3.7208, -7.9359], [7.3203, -3.3101, -6.3793], [7.5646, -0.4860, -8.7764], [7.7818, -2.2255, -9.0897], [8.5347, -1.5655, -7.6140], [5.9647, 2.5171, -5.7041], [6.0582, 3.7319, -4.7911], [5.1208, 4.8460, -5.3111], [5.2075, 6.0943, -4.6392], [6.2198, 6.8730, -5.2566], [5.6359, 3.4182, -3.3581], [5.7081, 4.3097, -2.8509], [4.7236, 3.0854, -3.3674], [6.2792, 2.7176, -2.9010], [4.9859, 2.1343, -5.6633], [6.6550, 1.6843, -5.5164], [6.1435, 2.8939, -6.6653], [7.1060, 4.0451, -4.6887], [4.1382, 4.5377, -5.0611], [5.2368, 4.9707, -6.3926], [7.1614, 6.3671, -5.4231], [6.5237, 7.6498, -4.5260], [5.8079, 7.3515, -6.0996], [5.6997, -4.2840, -0.5437], [4.3650, -4.0994, -1.1358], [3.1564, -4.6189, -0.4075], [3.0920, -3.8106, 0.7651], [1.8653, -4.0638, 1.5479], [4.0512, -2.6286, -1.3034], [3.6489, -2.3682, -0.4215], [4.8383, -2.0377, -1.5528], [3.3292, -2.5115, -2.0819], [5.8537, -5.3479, -0.1983], [5.8125, -3.6807, 0.3211], [6.4461, -4.0085, -1.2833], [4.3901, -4.5744, -2.1323], [3.0793, -5.6641, -0.1088], [2.2959, -4.4504, -1.0969], [1.1101, -4.4614, 0.8818], [1.5818, -3.1679, 2.0527], [2.0698, -4.8507, 2.2513], [-18.5092, 4.7082, -7.8551], [-18.0525, 3.2883, -7.8580], [-16.6008, 3.0841, -8.1934], [-15.9522, 2.2542, -7.2274], [-14.5417, 2.4222, -7.1815], [-18.2918, 2.7535, -6.4040], [-18.3174, 3.4349, -5.6879], [-19.2120, 2.3649, -6.3757], [-17.5885, 2.0435, -6.1733], [-17.8056, 5.3408, -7.2676], [-19.4706, 4.8273, -7.3862], [-18.5500, 4.9969, -8.9775], [-18.7885, 2.6131, -8.3792], [-16.1916, 4.0184, -8.1773], [-16.3718, 2.6174, -9.1459], [-14.2385, 2.4766, -8.2738], [-14.2268, 1.5347, -6.6712], [-14.1956, 3.3331, -6.6892], [0.2138, -2.7473, 7.9408], [1.5001, -3.2001, 7.2212], [1.6152, -4.6829, 7.1738], [2.8686, -5.0311, 6.5556], [3.2611, -6.3610, 6.8624], [1.6036, -2.5442, 5.8503], [2.5617, -2.8139, 5.6086], [0.8257, -2.8814, 5.2802], [1.4808, -1.5376, 6.1287], [0.1461, -1.6734, 7.9151], [0.2003, -2.9900, 9.0295], [-0.6369, -3.2965, 7.5257], [2.3683, -2.8627, 7.7731], [0.7578, -5.0455, 6.6152], [1.5874, -5.1512, 8.2314], [2.6888, -7.1479, 6.3620], [3.0981, -6.4985, 7.9126], [4.3201, -6.4331, 6.6113], [6.8636, 4.2992, -0.1793], [5.8842, 3.3851, 0.6135], [6.5286, 2.8142, 1.8883], [5.9287, 1.6084, 2.3105], [6.7199, 0.9996, 3.3329], [4.6920, 4.2518, 0.9239], [4.0108, 3.6191, 1.4520], [4.9467, 4.8958, 1.5955], [3.7373, 4.6648, -0.1584], [7.1649, 5.2468, 0.3580], [6.2740, 4.6486, -1.0799], [7.7839, 3.7871, -0.3806], [5.4612, 2.6018, -0.0285], [6.4193, 3.5316, 2.7045], [7.5841, 2.5932, 1.6653], [7.6997, 0.6040, 3.0250], [6.1023, 0.1278, 3.5747], [6.9081, 1.6714, 4.2270], [-5.9414, 3.5170, 2.4609], [-5.6247, 3.7018, 3.8991], [-5.1355, 2.3652, 4.4546], [-4.7367, 2.5314, 5.8474], [-4.6863, 1.3833, 6.6272], [-4.6705, 4.7441, 4.3966], [-3.6932, 4.5225, 4.0006], [-4.9760, 5.6529, 4.0033], [-4.7120, 4.7357, 5.4225], [-6.3304, 4.3585, 1.9590], [-6.7016, 2.7459, 2.5074], [-5.0403, 3.1476, 1.9249], [-6.5691, 3.9393, 4.4042], [-4.2946, 1.9465, 3.8969], [-5.9499, 1.6135, 4.3954], [-4.2461, 1.6484, 7.5685], [-4.0202, 0.6234, 6.2261], [-5.6936, 1.0136, 6.7966], [5.2855, 2.3509, 12.0074], [3.9823, 3.1455, 11.8634], [4.2154, 4.4393, 11.1303], [3.0612, 5.1930, 10.8473], [3.1181, 6.6042, 10.3947], [2.9648, 2.3331, 11.1494], [2.7081, 1.5039, 11.6760], [2.2313, 2.9888, 10.8725], [3.4580, 2.0419, 10.2692], [5.8628, 2.8725, 12.7583], [5.7280, 2.2005, 11.0086], [5.0087, 1.3774, 12.4428], [3.5638, 3.1637, 12.9527], [4.8050, 4.2428, 10.2752], [4.8431, 5.0119, 11.8150], [3.6041, 7.1880, 11.1767], [2.1332, 6.9625, 10.3324], [3.5866, 6.6795, 9.4191], [1.5539, -0.2024, 0.4167], [1.5177, 1.0934, 1.2168], [2.8192, 1.3696, 2.0136], [2.8021, 2.6996, 2.4278], [2.0191, 2.8394, 3.6468], [1.3085, 2.2929, 0.2047], [2.1517, 2.6057, -0.1887], [0.7060, 1.9158, -0.5446], [0.6818, 3.0515, 0.5518], [1.6145, -0.9404, 1.1285], [2.4966, -0.2697, -0.1420], [0.7040, -0.2164, -0.2097], [0.6457, 1.0955, 1.9265], [3.7768, 1.1873, 1.5302], [2.7619, 0.6729, 2.7973], [2.2776, 3.8161, 4.1932], [2.3722, 2.0416, 4.4006], [0.9558, 2.6450, 3.5014], [-3.9383, -14.2225, 8.7457], [-4.0898, -13.5622, 7.3652], [-3.6677, -14.4178, 6.2435], [-4.0997, -13.7180, 5.1046], [-3.7036, -14.1209, 3.7816], [-5.5697, -13.2713, 7.1629], [-5.5785, -12.4932, 6.4865], [-6.0428, -14.1174, 6.7888], [-6.1215, -12.9542, 7.9832], [-4.0678, -13.5687, 9.6324], [-2.9068, -14.5272, 8.9878], [-4.4683, -15.2136, 8.7523], [-3.4604, -12.6847, 7.1240], [-4.1769, -15.3577, 6.2840], [-2.5945, -14.6018, 6.2166], [-4.4318, -14.8614, 3.4124], [-2.6634, -14.4840, 3.7387], [-3.7519, -13.1600, 3.2381], [-3.6631, -5.3515, -6.8110], [-3.1550, -3.9666, -6.9046], [-2.0948, -3.8706, -8.1149], [-1.9622, -2.5644, -8.5656], [-0.8812, -2.5232, -9.5586], [-4.2037, -2.9752, -7.1323], [-3.8390, -2.2975, -7.7780], [-5.0397, -3.5155, -7.4744], [-4.9138, -2.4916, -5.8879], [-4.3195, -5.6350, -7.6084], [-4.1531, -5.4513, -5.8009], [-2.8155, -6.0457, -6.8430], [-2.5438, -3.6718, -6.0217], [-2.4585, -4.4883, -8.8997], [-1.2018, -4.2375, -7.7907], [-0.7771, -3.3848, -10.2403], [0.0318, -2.3899, -9.0412], [-0.9961, -1.6490, -10.1685], [-1.0887, -2.8773, -0.5852], [-2.2026, -2.1963, -1.2996], [-3.0679, -1.4327, -0.3428], [-2.4000, -0.1927, 0.0039], [-2.4394, 0.1919, 1.3341], [-1.6075, -1.3252, -2.4354], [-0.8145, -1.6885, -2.9234], [-2.3682, -1.2107, -3.2426], [-1.3347, -0.4304, -2.1259], [-0.1909, -3.1815, -1.1167], [-1.5140, -3.7332, -0.1042], [-0.7333, -2.1901, 0.2196], [-2.8908, -2.9324, -1.7867], [-3.2999, -1.9779, 0.5734], [-3.9495, -1.0662, -0.8280], [-1.6649, -0.2477, 1.9648], [-3.3494, -0.1409, 1.7246], [-2.3145, 1.2974, 1.3695], [-1.7530, 7.1170, -3.4983], [-0.8123, 6.9984, -4.6585], [-0.1991, 8.3419, -5.0950], [0.9368, 8.0829, -5.8541], [1.8432, 9.0934, -6.1780], [0.2384, 5.9871, -4.3947], [0.8203, 6.1351, -3.5235], [-0.0316, 5.0269, -4.3863], [0.9506, 6.0612, -5.1341], [-2.4990, 6.3455, -3.3827], [-2.3373, 8.0804, -3.5974], [-1.2521, 7.2790, -2.4622], [-1.4642, 6.6197, -5.4587], [0.0195, 8.9429, -4.2879], [-1.0410, 8.8289, -5.6008], [2.6163, 8.6373, -6.8556], [2.3212, 9.5614, -5.3033], [1.3167, 9.8521, -6.7212], [0.6515, 2.0613, -3.1120], [0.3947, 1.1901, -4.3277], [1.9928, 2.1953, -2.7779], [0.1493, 3.3647, -3.5330], [-0.1584, 1.5473, -2.0324], [5.4998, 0.1740, -2.1078], [5.8941, -1.1274, -2.6189], [5.1078, -0.0096, -0.8083], [6.6059, 1.0863, -2.1578], [4.4974, 0.6649, -2.9411], [-0.6964, -2.1934, 3.5230], [-1.7389, -2.4436, 2.6224], [-0.9966, -1.4789, 4.6888], [-0.1523, -3.4767, 3.9451], [0.4306, -1.4702, 2.8765], [3.2818, 0.9972, 7.3574], [4.1819, 1.8790, 8.6902], [4.6138, 1.1946, 6.2730], [2.3282, 0.1958, 6.0667], [1.9736, 0.5612, 8.4479], [2.5694, 2.4804, 6.9755], [3.9999, -0.3727, 7.9978], [-1.3287, 4.7008, 1.6568], [-0.8859, 3.0138, 1.8319], [-2.9452, 4.2798, 1.1893], [-1.6775, 6.4134, 1.6191], [0.3022, 4.9573, 2.1860], [-0.8317, 4.6643, -0.0426], [-2.0116, 4.5297, 3.3205], [4.4975, 5.7303, -2.1130], [3.1696, 5.4587, -1.9631], [2.3207, 5.8507, -2.8097], [2.9297, 4.7446, -0.9322], [4.6277, 6.1794, -2.9527], [2.1928, -0.7229, -4.8482], [1.9956, -1.5695, -3.8649], [1.1858, -1.5847, -3.0280], [2.9150, -2.5956, -3.8524], [1.5059, -0.0321, -4.8295], [-5.1650, -1.4842, -2.8767], [-4.5888, -1.6809, -4.0914], [-3.4576, -1.3296, -4.3685], [-5.3706, -2.3383, -4.8828], [-6.0572, -1.8225, -2.8900]],
  "lowdin_charge": [-0.043, -0.321, -0.172, -0.232, -0.055, 0.085, 0.101, 0.130, 0.007, 0.058, 0.094, 0.085, 0.133, 0.137, 0.118, 0.090, 0.076, 0.095, -0.010, -0.262, -0.156, -0.207, -0.057, 0.247, 0.108, 0.112, 0.151, 0.076, 0.109, 0.075, 0.161, 0.124, 0.147, 0.097, 0.115, 0.085, -0.032, -0.330, -0.181, -0.204, -0.014, 0.226, 0.118, 0.096, 0.133, 0.125, 0.079, 0.093, 0.160, 0.142, 0.134, 0.082, 0.054, 0.089, -0.041, -0.274, -0.160, -0.225, -0.058, 0.229, 0.147, 0.157, 0.157, 0.111, 0.085, 0.149, 0.175, 0.095, 0.150, 0.118, 0.090, 0.096, -0.018, -0.330, -0.194, -0.188, -0.087, 0.251, 0.169, 0.099, 0.134, 0.072, 0.105, 0.093, 0.148, 0.131, 0.164, 0.093, 0.073, 0.100, -0.037, -0.327, -0.188, -0.208, -0.092, 0.073, 0.100, 0.080, 0.112, 0.111, 0.051, 0.072, 0.131, 0.136, 0.133, 0.090, 0.089, 0.110, -0.031, -0.347, -0.148, -0.203, -0.103, 0.228, 0.150, 0.186, 0.166, 0.080, 0.099, 0.092, 0.160, 0.134, 0.144, 0.089, 0.093, 0.096, -0.027, -0.348, -0.208, -0.193, -0.012, 0.212, 0.171, 0.164, 0.113, 0.096, 0.098, 0.095, 0.189, 0.121, 0.144, 0.095, 0.069, 0.090, -0.010, -0.216, -0.187, -0.227, -0.047, 0.258, 0.101, 0.103, 0.113, 0.036, 0.088, 0.063, 0.141, 0.118, 0.114, 0.125, 0.083, 0.071, -0.031, -0.322, -0.224, -0.224, -0.042, 0.222, 0.172, 0.187, 0.188, 0.099, 0.099, 0.114, 0.172, 0.134, 0.154, 0.101, 0.100, 0.100, -0.066, -0.389, -0.206, -0.182, -0.044, 0.064, 0.098, 0.141, 0.106, 0.082, 0.105, 0.095, 0.143, 0.119, 0.093, 0.105, 0.068, 0.083, -0.044, -0.283, -0.142, -0.183, -0.104, 0.235, 0.098, 0.126, 0.098, 0.075, 0.088, 0.088, 0.159, 0.136, 0.108, 0.070, 0.070, 0.087, -0.052, -0.321, -0.176, -0.195, -0.080, 0.206, 0.120, 0.113, 0.157, 0.077, 0.108, 0.125, 0.159, 0.109, 0.146, 0.110, 0.099, 0.085, -1.012, 0.007, 0.144, 0.054, 0.076, -1.216, 0.058, 0.159, 0.080, 0.135, -1.131, 0.125, 0.118, 0.042, 0.015, 0.751, -0.299, -0.226, -0.278, -0.277, -0.208, -0.220, 0.808, -0.271, -0.254, -0.236, -0.227, -0.254, -0.296, 0.074, -0.597, 0.035, 0.096, 0.079, 0.162, -0.675, 0.118, -0.023, 0.094, 0.128, -0.647, 0.079, 0.087, 0.123],
  "charge": 5,
  "multiplicity": 1,
  "total_energy_ha": -11500.4164,
  "gap_ev": 9.161,
  "homo_energy_ev": -15.442,
  "e_lumo_ev": -6.3
}